A molecular structure, C57H66Cl2Ge2KN9O2Se. Source: the Open Molecules 2025 dataset; level of theory: ωB97M-V with the def2-TZVPD basis set.

Element x y z (Å)
K -0.688 -0.912 0.253
C -0.854 1.336 3.888
C 0.277 0.877 2.966
Ge 1.342 2.394 2.303
C 2.718 2.639 3.714
C 2.181 2.814 5.135
C 0.431 4.077 2.044
C -0.648 4.305 1.277
Ge -1.596 2.720 0.378
C -3.526 3.020 0.956
C -4.147 4.416 0.908
C -1.826 3.365 -1.528
C -0.496 3.608 -2.236
C -1.135 5.710 1.233
C -1.347 6.376 0.025
C -1.794 7.689 0.001
C -2.063 8.361 1.186
C -1.865 7.711 2.395
C -1.399 6.404 2.417
H -1.428 0.486 4.269
H -1.538 1.996 3.350
H -0.480 1.887 4.751
H -0.154 0.300 2.149
H 0.965 0.216 3.508
H 3.355 3.491 3.464
H 3.371 1.760 3.673
H 1.485 3.655 5.199
H 2.984 3.000 5.852
H 1.647 1.925 5.474
H 0.907 4.930 2.538
H -3.670 2.591 1.953
H -4.082 2.372 0.261
H -3.700 5.082 1.646
H -5.225 4.390 1.105
H -4.007 4.889 -0.066
H -2.473 4.245 -1.592
H -2.364 2.554 -2.035
H 0.084 4.403 -1.759
H -0.604 3.873 -3.294
H 0.130 2.712 -2.182
H -1.154 5.860 -0.904
H -1.939 8.187 -0.949
H -2.426 9.381 1.166
H -2.076 8.221 3.327
H -1.261 5.894 3.363
Cl -3.349 -0.166 2.317
C -4.491 -0.371 0.999
Cl -3.669 -0.619 -0.570
H -5.081 0.532 0.909
H -5.097 -1.249 1.187
C -1.809 0.838 -4.518
C -1.552 0.075 -3.392
N -0.329 -0.087 -2.884
C 0.682 0.479 -3.530
C 0.550 1.211 -4.707
C -0.741 1.422 -5.177
C 1.708 1.807 -5.393
C 2.949 1.330 -5.474
C 3.446 0.022 -4.992
C 2.764 -1.171 -5.213
C 3.343 -2.328 -4.730
N 4.515 -2.328 -4.094
C 5.095 -1.141 -3.959
N 4.629 0.032 -4.373
H -2.825 0.977 -4.863
H -2.368 -0.409 -2.869
H 1.660 0.342 -3.082
H -0.904 2.034 -6.056
H 1.513 2.764 -5.868
H 3.709 1.947 -5.940
H 1.818 -1.189 -5.737
H 2.854 -3.289 -4.849
H 6.055 -1.124 -3.454
Se -0.045 -3.193 -2.332
N -0.202 -3.525 -0.599
C 0.734 -4.412 -0.300
C 0.927 -4.982 1.000
C 1.940 -5.860 1.177
C 2.823 -6.228 0.102
C 2.669 -5.731 -1.146
C 1.597 -4.811 -1.391
N 1.327 -4.279 -2.570
H 0.256 -4.706 1.800
H 2.100 -6.304 2.151
H 3.625 -6.925 0.306
H 3.321 -6.006 -1.963
C -1.265 -7.426 -2.017
C -2.111 -6.652 -1.044
C -3.039 -5.710 -1.476
C -3.854 -5.040 -0.579
C -3.780 -5.313 0.783
N -4.702 -4.638 1.626
C -4.855 -4.760 2.997
O -5.952 -4.826 3.508
N -3.707 -4.823 3.773
C -2.484 -4.139 3.634
C -1.515 -4.315 4.619
C -0.327 -3.612 4.538
C -0.130 -2.746 3.472
N -1.050 -2.577 2.527
C -2.188 -3.255 2.601
C -2.843 -6.235 1.234
C -2.023 -6.884 0.323
H -1.161 -6.896 -2.964
H -1.712 -8.399 -2.231
H -0.267 -7.607 -1.616
H -3.130 -5.495 -2.535
H -4.566 -4.305 -0.939
H -5.608 -4.499 1.203
H -3.950 -5.063 4.723
H -1.705 -4.987 5.448
H 0.435 -3.727 5.297
H 0.788 -2.182 3.358
H -2.907 -3.065 1.819
H -2.764 -6.473 2.285
H -1.303 -7.606 0.693
C 3.191 -1.528 -0.828
C 3.126 -1.991 0.612
O 2.075 -1.358 1.349
H 3.942 -2.093 -1.380
H 3.453 -0.468 -0.892
H 2.228 -1.672 -1.325
H 4.083 -1.822 1.115
H 2.918 -3.060 0.666
H 2.300 -0.425 1.447
C 2.421 1.901 0.697
C 2.912 3.059 -0.132
C 3.406 4.233 0.439
C 3.862 5.278 -0.343
C 3.835 5.168 -1.731
C 3.349 4.007 -2.321
C 2.895 2.973 -1.522
C 4.307 6.251 -2.553
N 4.685 7.111 -3.216
H 3.296 1.340 1.057
H 1.842 1.238 0.048
H 3.423 4.346 1.513
H 4.232 6.184 0.116
H 3.327 3.917 -3.398
H 2.512 2.074 -1.990

Cartesian forces, eV/Å:
0.16 0.28 -0.09
-0.03 -0.01 -0.03
0.01 -0.13 0.17
0.10 0.10 0.05
0.01 -0.02 -0.01
-0.03 0.01 0.01
-0.05 0.02 -0.07
0.02 0.02 0.12
0.13 -0.03 -0.12
-0.06 -0.04 -0.02
0.01 0.02 -0.02
0.03 0.04 -0.02
0.02 -0.05 0.01
-0.03 -0.03 -0.04
0.00 0.00 0.01
0.00 -0.01 0.01
0.00 0.00 0.00
0.00 0.00 0.00
-0.02 -0.01 0.02
0.02 0.00 0.01
0.00 -0.02 -0.01
0.02 0.03 0.00
0.18 0.26 0.25
-0.05 -0.01 0.01
-0.01 0.03 -0.04
0.00 0.01 0.00
0.00 -0.01 -0.01
0.00 0.00 -0.01
-0.01 -0.01 -0.01
-0.01 0.00 0.02
0.01 0.02 0.00
0.01 -0.01 0.02
0.00 -0.01 0.01
0.00 0.00 -0.01
0.01 0.00 0.00
0.03 0.01 0.00
-0.02 0.03 0.01
-0.01 0.00 0.00
-0.01 0.00 0.00
-0.02 0.02 0.00
0.00 0.01 0.00
0.00 0.00 0.00
0.00 0.00 0.00
0.00 0.00 0.00
0.01 0.00 0.00
-0.06 -0.08 0.03
-0.02 0.02 -0.05
-0.24 -0.08 0.04
0.01 0.02 0.00
-0.01 0.00 0.00
0.02 0.00 -0.03
0.04 0.10 -0.04
-0.26 0.01 0.11
0.12 -0.12 0.09
0.01 -0.03 0.01
-0.01 -0.04 -0.02
-0.01 0.08 0.01
0.03 -0.03 -0.02
-0.01 0.01 -0.02
-0.01 -0.01 0.03
0.00 -0.01 -0.02
-0.01 0.01 0.02
-0.01 0.00 0.00
0.01 -0.02 0.00
0.00 0.00 0.01
0.01 0.01 0.01
0.00 0.03 -0.01
0.00 -0.01 0.00
0.01 0.02 0.04
0.01 -0.01 0.01
0.01 0.00 -0.01
0.03 0.00 0.02
0.00 0.00 0.00
0.01 -0.21 -0.26
-0.04 -0.14 -0.14
0.00 0.03 0.08
-0.05 0.02 -0.08
0.06 -0.03 -0.02
-0.01 0.00 0.07
-0.05 0.01 -0.05
0.04 -0.13 0.03
-0.04 0.00 0.01
0.02 -0.01 0.02
0.00 0.00 0.00
0.00 0.00 0.01
0.00 0.01 0.00
0.03 0.03 -0.01
0.02 0.00 0.04
0.01 0.02 -0.01
-0.01 0.01 -0.02
0.05 0.09 -0.02
-0.05 0.01 0.08
0.17 -0.13 -0.12
-0.02 0.07 0.03
0.00 0.04 0.01
-0.01 -0.01 0.09
0.00 -0.01 0.00
0.00 0.02 -0.01
-0.04 -0.05 0.05
0.18 0.06 0.01
-0.09 0.01 -0.04
-0.02 -0.06 -0.01
0.01 0.01 0.01
0.01 0.02 0.00
0.00 0.00 0.00
0.03 0.01 0.01
0.00 0.00 0.00
0.01 0.00 0.01
-0.01 -0.03 0.00
-0.01 0.04 0.02
0.01 -0.01 -0.01
0.00 -0.01 0.00
-0.01 0.00 -0.01
-0.05 -0.02 -0.05
-0.01 0.00 -0.03
0.00 0.00 0.00
0.03 0.07 -0.05
0.01 0.00 0.08
-0.12 0.00 -0.11
-0.01 -0.03 -0.01
-0.01 -0.01 0.01
0.00 -0.01 0.00
0.01 0.01 0.00
0.00 0.00 0.00
-0.01 0.00 0.02
0.02 -0.01 -0.01
0.01 -0.01 0.00
-0.03 -0.01 -0.01
0.00 0.00 0.00
0.02 0.03 -0.02
-0.03 -0.04 0.01
0.01 -0.04 -0.04
-0.02 -0.02 0.00
0.00 -0.01 0.01
0.01 0.02 -0.01
-0.04 0.00 0.02
-0.01 -0.02 0.04
0.00 0.00 0.00
0.00 -0.01 -0.04
0.01 0.03 0.01

Computed properties:
HOMO level: -0.2110 hartree
2S+1: 1
energy: -297433.490 eV
E_LUMO: -1.3 eV
strongest force on any atom: 0.008 Eh/bohr
Kohn-Sham gap: 4.407 eV
molar mass: 1243.40 g/mol

Mulliken population analysis, charges in e, atoms 1 to 8: 1.1615 -1.5157 0.9773 -0.2707 -0.7237 -1.3101 -0.5533 0.2749